C59H42N7O3P2V | ωB97M-V with the def2-TZVPD basis set

```
114
Properties=species:S:1:pos:R:3:mulliken_charge:R:1
V 6.9892 -0.9939 21.7109 0.93
C 12.5651 -7.9867 32.0395 -0.88
O 11.2925 -7.3723 31.9646 -0.45
C 10.8475 -6.8310 30.8383 0.66
C 11.4064 -7.0668 29.5754 -0.61
C 10.8832 -6.3428 28.5016 -0.74
C 9.8206 -5.4896 28.6264 -0.17
C 9.1601 -5.4145 29.8780 -0.53
C 9.7281 -6.0489 30.9337 -0.58
C 9.3554 -4.6901 27.5182 0.31
N 10.1045 -4.2135 26.5445 -0.80
C 9.2031 -3.6101 25.7077 1.24
C 7.8899 -3.7522 26.1769 -0.23
N 8.0185 -4.3617 27.4131 0.00
C 6.8273 -3.2029 25.4039 0.68
C 5.4433 -3.1112 25.7285 -0.42
C 4.4653 -2.6337 24.8718 -1.50
C 4.9386 -2.1147 23.6299 -0.25
N 6.1989 -2.0417 23.4065 0.07
C 7.1508 -2.5588 24.2319 0.01
C 8.4662 -2.5223 23.7358 -0.55
N 8.6941 -1.8786 22.5413 0.38
C 9.9254 -1.7376 22.0394 -0.25
C 11.0298 -2.2831 22.6652 -1.55
C 10.8146 -2.9629 23.8520 -0.69
C 9.5162 -3.0476 24.4279 0.38
H 12.6938 -8.1554 33.1096 0.25
H 13.3032 -7.3160 31.6110 0.39
H 12.5823 -8.9465 31.5621 0.35
H 12.2834 -7.5924 29.5359 0.54
H 11.3544 -6.3186 27.5622 0.50
H 8.2457 -4.8430 29.9597 0.38
H 9.2546 -6.0829 31.8947 0.41
H 7.3004 -4.8115 27.9646 0.37
H 5.1395 -3.4629 26.7552 0.34
H 3.4339 -2.6377 25.1113 0.56
H 4.2805 -1.7195 22.8701 0.43
H 9.9517 -1.1965 21.1024 0.60
H 12.0163 -2.0580 22.3337 0.60
H 11.6323 -3.4157 24.3970 0.57
O 8.8863 1.0941 20.4576 1.18
C 8.1898 1.7690 19.4921 0.35
C 8.1629 3.1250 19.3755 -0.73
C 7.3967 3.6869 18.3798 -0.81
C 6.7101 2.9046 17.5109 -1.03
C 6.7340 1.5213 17.6585 -0.11
C 7.4576 0.9244 18.6666 -1.42
P 7.4871 -0.8254 19.0848 1.82
C 8.9799 -1.5551 18.1985 0.54
C 9.3725 -2.8154 18.6911 -0.27
C 10.5289 -3.3820 18.1350 -0.79
C 11.2175 -2.7898 17.0697 -0.56
C 10.7514 -1.5908 16.5813 -0.75
C 9.7071 -0.9366 17.2033 -0.37
C 6.0133 -1.4560 18.2224 0.72
C 4.7501 -1.1835 18.7306 0.45
C 3.5902 -1.7937 18.3335 -0.22
C 3.6996 -2.8220 17.3708 -0.72
C 4.9405 -3.1454 16.8515 -1.07
C 6.0764 -2.4915 17.2830 -1.03
C 9.5801 1.8519 21.3923 -1.48
C 10.8121 2.3942 21.0894 0.03
C 11.5121 3.0836 22.0848 -0.95
C 10.9552 3.1197 23.3407 -0.88
C 9.7328 2.5836 23.6174 -0.36
C 8.9589 1.9064 22.6523 0.34
P 7.3353 1.1957 23.0187 2.93
C 6.1934 2.6201 23.0279 1.28
C 4.8028 2.2822 22.9612 -0.64
C 3.8939 3.2789 23.2782 -0.89
C 4.3276 4.5607 23.6601 -0.75
C 5.7025 4.8517 23.7451 -0.70
C 6.6184 3.8793 23.3772 -0.75
C 7.4889 0.7910 24.8172 0.36
C 6.3390 0.9105 25.6314 -0.65
C 6.3384 0.4629 26.9046 -0.74
C 7.5159 -0.1916 27.3987 -0.58
C 8.6147 -0.3441 26.6087 -1.10
C 8.5965 0.1793 25.3180 -0.16
H 8.7224 3.7181 20.0651 0.63
H 7.3565 4.7659 18.3652 0.42
H 6.1283 3.3503 16.7471 0.46
H 6.2034 0.8591 17.0108 0.65
H 8.7745 -3.2460 19.4921 0.44
H 10.8277 -4.3806 18.4455 0.43
H 12.0572 -3.3375 16.6138 0.37
H 11.2668 -1.1695 15.7342 0.44
H 9.3376 0.0414 16.8708 0.38
H 5.4806 0.5166 19.4770 -0.73
H 2.6075 -1.3958 18.6801 0.43
H 2.7414 -3.2646 17.0400 0.40
H 5.0237 -3.9990 16.2231 0.48
H 7.0105 -2.8744 16.9976 0.56
H 11.1988 2.1755 20.0690 0.45
H 12.3943 3.6386 21.9298 0.53
H 11.4792 3.5972 24.1632 0.47
H 9.3145 2.6895 24.6011 0.53
H 4.4695 1.3152 22.7023 0.65
H 2.8217 3.0476 23.1680 0.42
H 3.5464 5.3018 23.9438 0.34
H 6.0626 5.8268 24.0490 0.44
H 7.6591 4.1809 23.4170 0.37
H 5.4012 1.2607 25.2258 0.40
H 5.4187 0.5231 27.5173 0.42
H 7.5431 -0.4947 28.4413 0.45
H 9.5252 -0.7785 26.9354 0.52
H 9.5685 0.1211 24.7948 0.20
O 5.0980 -0.6847 20.9714 -0.78
N 4.7227 -0.1100 19.7207 0.76
C 3.4921 0.7839 19.9472 -0.08
C 2.6585 0.3791 21.0001 0.52
N 1.9306 0.1323 21.8712 -0.82
C 3.7407 2.1798 19.7508 0.24
N 4.0396 3.3028 19.6876 -0.67
```

Results
Energy above the lowest of the compared OMol25 structures with the same formula, charge and spin, kcal per mole: 30.01
Spin multiplicity: 4
Charge: +1